Entry 1:
# C22H26N3

A cluster of 2 separate species, C22H26N3 in total at a distorted geometry (ωB97M-V/def2-TZVPD, OMol25).

Element x y z (Å)
1 C 0.61559 0.57862 1.63182
2 N 0.58204 -0.74236 0.98197
3 C 1.11497 -0.52909 -0.38490
4 C 1.50567 -1.67892 1.64083
5 H 0.21458 0.53369 2.64849
6 H 1.64575 0.98175 1.66840
7 H 0.00813 1.27806 1.04873
8 H 1.17123 -1.46471 -0.95471
9 H 0.50052 0.19043 -0.94717
10 H 2.14814 -0.10709 -0.34027
11 H 1.57107 -2.59791 1.05408
12 H 2.52360 -1.25866 1.71039
13 H 1.16241 -1.93542 2.64752
14 C -4.63830 0.41355 -1.74949
15 N -4.45221 -0.17243 -0.44114
16 C -3.25382 -0.38349 0.16568
17 C -3.45016 -1.03201 1.41289
18 C -2.38490 -1.40098 2.27658
19 C -2.66852 -1.86177 3.59520
20 C -3.71619 -1.46082 4.48388
21 N -3.73479 -2.28830 5.58219
22 C -4.65595 -2.24543 6.70888
23 C -2.73715 -3.25392 5.44865
24 C -2.05883 -3.01734 4.22955
25 C -1.18874 -3.98201 3.74439
26 C -0.93282 -5.11086 4.55264
27 C -1.58666 -5.31273 5.77533
28 C -2.53276 -4.37475 6.23377
29 C -4.91971 -1.24292 1.51408
30 C -5.48204 -0.65371 0.34811
31 C -6.83142 -0.67382 0.00372
32 C -7.71882 -1.29716 0.88503
33 C -7.21061 -1.88858 2.04278
34 C -5.82744 -1.91043 2.33508
35 H -5.70122 0.40540 -2.01427
36 H -4.28425 1.45321 -1.76776
37 H -4.08513 -0.15569 -2.50922
38 H -2.31325 -0.08021 -0.30773
39 H -1.35394 -1.41965 1.87162
40 H -4.45775 -0.68208 4.37314
41 H -4.41915 -3.07498 7.38915
42 H -4.56189 -1.30772 7.27719
43 H -5.70413 -2.35482 6.39158
44 H -0.73712 -3.85892 2.76568
45 H -0.20606 -5.85860 4.22124
46 H -1.38561 -6.19597 6.38276
47 H -3.08994 -4.51262 7.16372
48 H -7.15912 -0.22110 -0.93038
49 H -8.78424 -1.31541 0.64412
50 H -7.92651 -2.35483 2.72809
51 H -5.50049 -2.46308 3.21101

* total charge: +1
* calculated total energy: -27699.587 eV
* frontier orbital gap: 0.236 Eh
* F_max: 2.0 eV/A
* ΔE to the lowest compared entry with this formula, charge and spin: 93.66 kJ/mol
* highest occupied orbital energy: -10.8 eV

***

Entry 2:
# C2H5FO2

A cluster of 2 separate species, C2H5FO2 in total at a distorted geometry (ωB97M-V/def2-TZVPD, OMol25).

Element x y z (Å)
1 C 0.38175 0.49692 -0.54180
2 C 0.16704 -0.55141 0.50354
3 O -0.04682 0.08723 -1.80168
4 O 0.36974 -0.31721 1.77083
5 F -1.76444 -0.66334 0.40622
6 H -0.10159 1.43865 -0.23419
7 H 1.46513 0.67099 -0.61766
8 H 0.31351 -1.58823 0.22115
9 H -0.97512 -0.17802 -1.72231
10 H 0.19082 0.60444 2.01588

* total charge: 0
* calculated total energy: -8966.018 eV
* frontier orbital gap: 0.427 Eh
* F_max: 3.0 eV/A
* ΔE to the lowest compared entry with this formula, charge and spin: 176.82 kJ/mol
* highest occupied orbital energy: -11.2 eV

***

Entry 3:
# C4H15N4

A cluster of 2 separate species, C4H15N4 in total at a distorted geometry (ωB97M-V/def2-TZVPD, OMol25).

Element x y z (Å)
1 C -1.34734 0.36934 -1.84096
2 C -1.99663 -0.81441 -1.13706
3 N -0.99186 -1.85304 -0.68047
4 N -2.40633 1.23989 -2.35682
5 H -0.70370 0.85376 -1.11164
6 H -0.77823 -0.02998 -2.68463
7 H -2.55023 -0.52599 -0.24157
8 H -2.69400 -1.29833 -1.81898
9 H -0.83842 -2.48592 -1.45177
10 H -1.39124 -2.43314 0.04318
11 H -3.01646 1.51070 -1.58824
12 H -1.98429 2.11328 -2.64360
13 C 2.19871 1.17876 3.08089
14 N 1.24177 -0.67489 0.04715
15 C 1.28439 -0.07288 1.19902
16 N 2.29205 0.57161 1.74452
17 H 3.20881 1.28972 3.46612
18 H 1.65173 0.49771 3.72741
19 H 1.72382 2.15781 3.04092
20 H 2.13018 -0.72306 -0.43110
21 H 0.23240 -1.26152 -0.38593
22 H 0.41666 -0.19422 1.84395
23 H 3.08625 0.88530 1.20413

* total charge: +1
* calculated total energy: -10345.673 eV
* frontier orbital gap: 0.373 Eh
* F_max: 1.1 eV/A
* ΔE to the lowest compared entry with this formula, charge and spin: 106.97 kJ/mol
* highest occupied orbital energy: -12.7 eV

***

Entry 4:
# C4H12N2O

A cluster of 2 separate species, C4H12N2O in total at a distorted geometry (ωB97M-V/def2-TZVPD, OMol25).

Element x y z (Å)
1 C 1.98257 1.94492 1.36426
2 N 1.38932 0.79962 1.70251
3 C 0.08624 0.62983 1.35075
4 C -0.62891 -0.54255 1.81014
5 O -0.45168 1.55364 0.77850
6 H 1.76700 2.30134 0.28320
7 H 1.54540 2.69784 1.87892
8 H 3.09520 2.05810 1.58409
9 H 2.11977 0.18101 2.08605
10 H -1.22322 -0.23426 2.69366
11 H 0.37652 -1.36068 1.91773
12 H -1.50563 -0.81993 1.05117
13 C -0.48715 -1.76063 -3.58377
14 N -1.76889 -2.21635 -2.66973
15 H -0.09422 -2.72318 -4.01544
16 H -1.00707 -0.90460 -4.28737
17 H 0.33491 -1.30993 -2.89723
18 H -2.17799 -1.29252 -2.24828
19 H -2.67682 -2.73451 -3.15227

* total charge: 0
* calculated total energy: -9367.076 eV
* frontier orbital gap: 0.359 Eh
* F_max: 6.8 eV/A
* structure (SMILES): CNC(C)=O.CN
* ΔE to the lowest compared entry with this formula, charge and spin: 397.29 kJ/mol
* highest occupied orbital energy: -9.0 eV

***

Entry 5:
# CH5S2

A cluster of 2 separate species, CH5S2 in total at a distorted geometry (ωB97M-V/def2-TZVPD, OMol25).

Element x y z (Å)
1 S -1.85575 2.12089 0.37124
2 H -1.05873 1.00471 0.15656
3 C 1.26532 -0.90558 -0.11082
4 S -0.41042 -1.38720 -0.66275
5 H 1.80274 -0.38615 -0.92843
6 H 1.31675 -0.12494 0.65383
7 H 1.91274 -1.73163 0.19809
8 H -2.97264 1.40990 0.32229

* total charge: -1
* calculated total energy: -22789.202 eV
* frontier orbital gap: 0.222 Eh
* F_max: 1.2 eV/A
* ΔE to the lowest compared entry with this formula, charge and spin: 39.28 kJ/mol
* highest occupied orbital energy: -2.4 eV

***

Entry 6:
# C10H18N2O

A cluster of 2 separate species, C10H18N2O in total (ωB97M-V/def2-TZVPD, OMol25).

Element x y z (Å)
1 C -1.54394 0.77776 3.22633
2 C -0.60454 1.63475 2.45596
3 C 0.39128 2.44628 2.88111
4 C 1.03101 3.04478 1.72293
5 O 1.96597 3.81065 1.60999
6 N 0.31655 2.52850 0.66057
7 N -0.73212 1.72966 1.08703
8 H -1.25519 -0.27143 3.15507
9 H -2.55429 0.88136 2.83572
10 H -1.53427 1.06644 4.27287
11 H 0.68991 2.63536 3.89106
12 H 0.43770 2.74192 -0.31254
13 H -0.92492 0.91151 0.51875
14 C 1.57861 0.50892 -1.43979
15 C 0.98467 -0.51320 -0.85155
16 C 0.07908 -1.53116 -1.50119
17 C -0.78800 -2.19296 -0.42467
18 C -0.82145 -0.89935 -2.56559
19 C 0.97297 -2.59769 -2.14993
20 H 1.43665 0.74719 -2.47968
21 H 2.25281 1.15009 -0.89817
22 H 1.19699 -0.70387 0.19473
23 H -1.45309 -2.93068 -0.86946
24 H -0.16346 -2.69861 0.30850
25 H -1.40171 -1.45512 0.09347
26 H -1.46781 -1.65625 -3.00392
27 H -0.23040 -0.45894 -3.36314
28 H -1.44759 -0.12174 -2.13097
29 H 1.57774 -2.15354 -2.93913
30 H 0.36586 -3.39648 -2.57803
31 H 1.64498 -3.03414 -1.40631

* total charge: 0
* calculated total energy: -15688.641 eV
* frontier orbital gap: 0.326 Eh
* F_max: 0.5 eV/A
* structure (SMILES): Cc1cc(=O)[nH][nH]1.C=CC(C)(C)C
* ΔE to the lowest compared entry with this formula, charge and spin: 120.00 kJ/mol
* highest occupied orbital energy: -8.3 eV

***

Q: Which of these has the highest highest occupied orbital energy?
A: CH5S2